The following is a quantum chemistry calculation of a cluster of 2 separate species, C5H9NO in total, from the Open Molecules 2025 dataset.

## Properties
Frontier orbital gap in Ha: 0.4039
LUMO in eV: 1.01
SMILES: [H]/N=C\[C@H]1CO1.C=C
Electronic energy in hartree: -325.8076
Max |F| in eV Å⁻¹: 0.45
Highest occupied orbital energy in Ha: -0.367
Energy above the lowest of the compared OMol25 structures with the same formula, charge and spin in eV: 3.535

Each atom is followed by the atoms it is bonded to, with distances in Å.
CARTESIAN COORDINATES (ANGSTROEM)
1 H 0.111 -1.570 1.156  N2 1.028
2 N 0.316 -1.943 0.220  H1 1.028, C3 1.267
3 C -0.254 -1.202 -0.636  N2 1.267, C4 1.496, H7 1.094
4 C -1.144 -0.044 -0.309  C3 1.496, C5 1.468, O6 1.416, H8 1.091
5 C -2.349 -0.306 0.487  C4 1.468, O6 1.419, H9 1.088, H10 1.090
6 O -1.202 0.301 1.063  C4 1.416, C5 1.419
7 H -0.116 -1.417 -1.700  C3 1.094
8 H -1.130 0.801 -0.999  C4 1.091
9 H -3.224 0.332 0.383  C5 1.088
10 H -2.533 -1.331 0.807  C5 1.090
11 C 1.744 1.490 0.398  C12 1.328, H13 1.091, H14 1.087
12 C 2.113 0.642 -0.555  C11 1.328, H15 1.093, H16 1.087
13 H 1.801 1.231 1.457  C11 1.091
14 H 1.368 2.483 0.164  C11 1.087
15 H 2.036 0.890 -1.616  C12 1.093
16 H 2.464 -0.360 -0.320  C12 1.087